{"formula": "C5H14N3O", "method": "ωB97M-V/def2-TZVPD", "total_charge": 1, "fmax_ev_per_a": 4.31, "total_energy_ev": -11922.362, "species": ["C", "C", "C", "C", "C", "N", "N", "N", "O", "H", "H", "H", "H", "H", "H", "H", "H", "H", "H", "H", "H", "H", "H"], "xyz": [[-3.2156, 0.8509, -0.1669], [2.0959, -1.3689, 0.8433], [0.5457, 1.7404, 0.6075], [0.6747, -0.8067, 0.7440], [0.7683, 0.4455, -1.4197], [-2.6275, -0.0465, 0.5228], [0.8827, -0.7409, -2.0452], [0.7395, 0.4836, -0.0891], [-0.2098, -1.7004, 0.1949], [-4.0959, 1.4809, 0.1305], [-2.6640, 1.1143, -1.1449], [2.8378, -0.5605, 1.0402], [2.4687, -1.8075, -0.0331], [1.8768, -2.1022, 1.6176], [1.3012, 1.9436, 1.4782], [0.5649, 2.6183, -0.1948], [-0.3819, 1.6739, 1.1072], [0.2939, -0.4053, 1.7986], [0.6162, 1.3239, -1.9618], [0.8595, -1.6549, -1.5500], [0.8293, -0.8139, -3.0945], [-3.0381, -0.3109, 1.3475], [-1.1225, -1.3566, 0.2676]], "forces_ev_per_a": [[1.4, 0.4, -0.6], [-1.3, 1.1, 1.4], [1.8, 2.2, -0.4], [0.0, 2.1, 1.0], [0.0, -3.6, 2.4], [0.9, 0.9, -3.1], [-0.1, 0.2, -1.6], [-0.1, -0.1, -1.4], [0.3, -0.3, 0.1], [0.6, -0.9, -0.3], [-1.3, -0.2, 1.4], [-0.7, -0.7, 0.7], [0.0, -1.0, -1.3], [1.3, -0.2, 0.2], [-0.9, -0.5, -2.0], [0.0, -1.8, 2.0], [-1.3, 0.3, 0.3], [0.9, -0.9, -2.1], [0.1, 1.3, -0.9], [-0.1, 1.3, -0.3], [0.1, 0.4, 1.8], [-1.7, -0.4, 2.6], [-0.1, 0.3, 0.0]], "nbo_charge": [0.0060, -0.6453, -0.4171, 0.2738, 0.3855, -0.6807, -0.7498, -0.3705, -0.7347, 0.1927, 0.1618, 0.2372, 0.2208, 0.2486, 0.2387, 0.2265, 0.2190, 0.1943, 0.2220, 0.4542, 0.4366, 0.3558, 0.5248]}

=====

{"formula": "C5H14N3Si", "method": "ωB97M-V/def2-TZVPD", "smiles": "CN[C@H](C)N=C=[N+](C)[SiH3]", "total_charge": 1, "fmax_ev_per_a": 5.59, "total_energy_ev": -17749.549, "species": ["C", "N", "C", "C", "N", "C", "N", "C", "Si", "H", "H", "H", "H", "H", "H", "H", "H", "H", "H", "H", "H", "H", "H"], "xyz": [[-1.1872, 2.7396, 0.3482], [-0.0469, 2.4265, -0.4530], [1.0388, 1.7194, 0.1739], [2.3498, 1.8587, -0.8668], [0.7135, 0.3337, 0.2971], [0.1326, -0.6116, 0.0741], [-0.3093, -1.7809, 0.1091], [0.1561, -2.5218, -1.0604], [-1.7217, -3.1270, 1.2642], [-0.8945, 3.3353, 1.1055], [-1.8933, 3.1908, -0.2401], [-1.4868, 1.7353, 0.9591], [-0.2186, 2.1525, -1.3724], [1.0468, 2.0639, 1.1697], [3.1390, 1.3761, -0.3552], [2.6550, 2.8057, -1.1627], [2.0431, 1.1817, -1.7709], [0.4699, -1.8702, -1.9014], [1.0085, -3.1585, -0.6999], [-0.6554, -3.1933, -1.5043], [-0.8368, -4.1774, 0.8085], [-2.9772, -3.1121, 0.6329], [-1.4027, -2.2417, 2.4194]], "forces_ev_per_a": [[0.9, -5.5, 0.8], [1.3, 0.9, 1.1], [0.1, 1.8, -4.0], [-3.3, -3.8, 1.0], [2.4, 2.9, 0.4], [-1.6, -2.7, 1.4], [-2.6, -2.3, -0.5], [0.2, -2.0, -1.3], [3.2, 2.8, -0.5], [0.9, 2.5, 2.5], [-2.2, 0.7, -1.1], [-0.4, 2.0, -1.5], [-0.3, -0.5, -1.5], [1.1, 0.7, 1.1], [1.1, -0.6, 0.3], [-0.1, 1.9, -0.3], [0.6, 1.4, 1.5], [0.0, -0.3, 0.6], [-0.7, 0.4, -0.8], [1.0, 0.9, 0.7], [0.0, -0.5, 0.4], [-1.2, 0.1, -0.4], [-0.5, -0.8, 0.1]], "nbo_charge": [-0.3722, -0.6128, 0.1046, -0.5661, -0.3325, 0.7022, -0.6855, -0.4317, 1.1391, 0.1943, 0.2214, 0.1205, 0.3674, 0.2205, 0.2167, 0.2389, 0.2032, 0.2222, 0.2197, 0.2141, -0.1339, -0.1431, -0.1067]}

=====

{"formula": "C5H14N5O4S", "method": "ωB97M-V/def2-TZVPD", "spin_multiplicity": 3, "total_charge": 1, "fmax_ev_per_a": 10.28, "total_energy_ev": -31873.772, "s2": 2.01, "species": ["C", "C", "C", "C", "C", "N", "N", "N", "N", "N", "O", "O", "O", "O", "S", "H", "H", "H", "H", "H", "H", "H", "H", "H", "H", "H", "H", "H", "H"], "xyz": [[2.3730, 0.7694, 0.4949], [-0.5781, -1.1153, 0.9324], [2.9919, 1.9776, 1.0374], [-4.0794, -0.0738, -0.7926], [1.2578, -1.8047, -0.3670], [1.3598, 0.2014, 1.0208], [-1.0555, -0.0730, 1.6631], [-2.4499, -0.0057, 1.3610], [0.8039, -0.9698, 0.6364], [0.9685, -1.0906, -1.7294], [-1.1628, -2.0298, 0.4657], [-1.4547, 0.2811, -1.0264], [-2.7969, 2.1137, -0.1548], [3.0454, 0.1840, -0.7241], [-2.5824, 0.7201, -0.2296], [3.3835, 2.7020, 0.4107], [2.4585, 2.6080, 1.8306], [3.9483, 1.7653, 1.5616], [-3.7833, -1.0481, -1.1540], [-4.7856, 0.3056, -0.0932], [-4.3908, 0.3155, -1.7025], [0.9000, -2.7695, -0.1607], [2.3823, -2.0568, -0.3417], [-0.5865, 0.8551, 1.7390], [-3.0199, 0.4022, 2.1134], [0.0554, -0.6984, -1.7913], [1.7706, -0.3337, -1.7288], [1.0563, -1.7541, -2.5268], [3.9705, 0.6226, -0.7443]], "forces_ev_per_a": [[7.9, 3.6, -5.5], [1.5, 1.2, 0.5], [0.3, -0.1, 3.2], [2.1, 0.3, 0.1], [3.4, -0.4, -1.3], [-7.9, -5.0, 3.4], [-2.1, 0.8, 0.4], [0.7, 0.7, -0.8], [1.5, 2.7, 1.4], [2.8, -1.4, 0.1], [-1.0, -1.5, -0.2], [0.0, -0.2, 0.5], [-0.1, 1.3, 0.5], [1.1, 2.0, 1.9], [-1.2, -0.9, -0.4], [0.2, 1.3, -2.3], [0.0, -1.4, -1.2], [-0.1, -0.5, 0.4], [-0.6, -1.0, 1.4], [-1.0, -1.1, 0.9], [-0.2, 1.7, -1.8], [-1.7, -1.1, -0.9], [-1.6, 1.3, -0.1], [0.1, -1.5, -0.3], [0.4, 0.1, -0.6], [-1.4, 0.7, 0.4], [-1.3, -1.2, -0.3], [0.3, 0.6, 0.6], [-2.2, -1.0, -0.2]], "nbo_charge": [0.4005, 0.7833, -0.7244, -0.8737, -0.0881, -0.2900, -0.4772, -0.6711, -0.1879, -0.7330, -0.5590, -1.0058, -0.9074, -0.7902, 2.2658, 0.2431, 0.2663, 0.2276, 0.2759, 0.2663, 0.2631, 0.2722, 0.2581, 0.4391, 0.4221, 0.4654, 0.4887, 0.4408, 0.5294]}

=====

{"formula": "C5H14N6", "method": "ωB97M-V/def2-TZVPD", "smiles": "[H]/N=C(\\N)CN.C=CN/C=N\\N", "total_charge": 0, "fmax_ev_per_a": 2.26, "total_energy_ev": -14350.236, "species": ["H", "N", "C", "N", "C", "N", "H", "H", "H", "H", "H", "H", "C", "C", "N", "C", "N", "N", "H", "H", "H", "H", "H", "H", "H"], "xyz": [[-0.9119, 1.5240, 0.4048], [-1.6692, 0.9320, 0.7616], [-1.8271, -0.0963, 0.0160], [-1.0818, -0.4399, -1.0926], [-2.9054, -1.1107, 0.3668], [-3.6300, -0.8473, 1.5954], [-0.5676, 0.3374, -1.5338], [-1.4870, -1.0963, -1.7482], [-2.4413, -2.1017, 0.4282], [-3.6163, -1.1527, -0.4614], [-3.9729, 0.1117, 1.5579], [-2.9403, -0.8166, 2.3434], [1.0376, -1.4615, -1.6328], [1.4496, -0.2076, -1.4847], [2.0533, 0.3148, -0.3451], [2.2476, 1.6595, -0.1354], [2.7434, 2.1870, 0.9172], [3.0854, 1.1995, 1.8926], [1.1224, -2.1979, -0.8394], [0.5815, -1.7843, -2.5661], [1.3482, 0.5321, -2.2952], [2.1124, -0.2524, 0.5038], [1.9581, 2.3192, -0.9547], [3.3705, 1.7262, 2.7322], [3.9409, 0.7219, 1.5697]], "forces_ev_per_a": [[-0.2, 0.0, 0.1], [0.3, -0.3, -0.4], [-0.4, 0.1, 0.1], [-1.6, 1.6, 0.2], [0.0, 0.0, 0.2], [0.2, 0.2, 0.1], [-0.8, -1.0, 0.5], [0.0, 0.2, 0.1], [0.0, 0.1, 0.0], [0.0, 0.0, -0.1], [0.0, -0.2, 0.0], [-0.2, 0.0, 0.0], [1.3, -0.2, -0.5], [1.4, -0.3, -0.7], [-0.1, -0.1, 0.5], [0.0, 0.2, 0.0], [-0.2, -0.2, -0.2], [0.7, 0.3, 0.5], [0.0, 0.1, -0.1], [0.2, 0.1, 0.2], [0.1, -0.4, 0.3], [-0.1, 0.2, -0.4], [0.1, -0.1, 0.2], [-0.3, -0.4, -0.7], [-0.4, 0.2, 0.2]], "nbo_charge": [0.3266, -0.7325, 0.4244, -0.8225, -0.2836, -0.8069, 0.3862, 0.3891, 0.1995, 0.1968, 0.3640, 0.3584, -0.4425, -0.0265, -0.6344, 0.2299, -0.3258, -0.7091, 0.2049, 0.2030, 0.1902, 0.4208, 0.1789, 0.3674, 0.3435]}